Run w
Here is a single C4H7F2N molecule from the Open Molecules 2025 dataset. Energies are from wB97M-V/def2-TZVPD.

Structure (XYZ):
```
14
C4H7F2N (wB97M-V/def2-TZVPD)
C -1.479 0.681 0.785
C -0.431 0.366 -0.261
C 0.024 -1.081 -0.457
C 1.457 -0.522 -0.304
F 2.353 -1.178 0.492
N 0.937 0.676 0.241
F 1.542 1.905 -0.227
H -0.862 0.321 1.660
H -2.417 0.137 0.429
H -1.941 1.675 1.107
H -0.667 0.790 -1.260
H -0.027 -1.827 0.351
H -0.407 -1.549 -1.243
H 1.915 -0.393 -1.314
```

Its SMILES is C[C@@H]1C[C@H](F)N1F. For the HOMO energy, the calculation gives -0.3773 hartree. The spin multiplicity is 1. The calculation puts the orbital gap at 11.24 eV. As for the LUMO energy: 0.0357 Eh. The molar mass comes out at 107.10 g/mol.

---

Run x
Here is a molecular structure, C4H7F2N from the Open Molecules 2025 dataset. Energies are from wB97M-V/def2-TZVPD.

Structure (XYZ):
```
14
C4H7F2N (wB97M-V/def2-TZVPD)
C 2.477 0.401 0.172
C 1.715 -0.385 -0.509
C -2.265 0.445 0.140
C -0.103 -0.630 0.036
N -0.816 0.441 -0.254
F -0.431 -1.840 -0.582
F -0.171 -1.110 1.350
H 3.511 0.512 -0.307
H 2.108 0.610 1.190
H 1.910 -0.918 -1.418
H -2.735 -0.496 -0.072
H -2.313 0.686 1.158
H -2.670 1.054 -0.559
H -0.219 1.230 -0.345
```

For the HOMO energy, the calculation gives -0.3759 hartree. The spin multiplicity is 1. The calculation puts the orbital gap at 11.22 eV. As for the LUMO energy: 0.0362 Eh. The molar mass comes out at 107.10 g/mol.

---

Unit: kcal/mol. Relative energies: run w 19.6; run x 0.0.

---

Run w
Here is 2 unconnected molecules or ions with the total composition C5H9N2O from the Open Molecules 2025 dataset. Energies are from wB97M-V/def2-TZVPD.

Structure (XYZ):
```
17
C5H9N2O (wB97M-V/def2-TZVPD)
C -0.093 2.889 0.171
C -1.046 2.541 1.239
C 0.918 1.931 -0.005
C -0.957 1.271 1.628
C 0.835 0.611 0.362
N 0.163 -1.917 -1.424
N 0.469 -3.344 -0.880
O -0.170 0.243 1.193
H -0.233 3.686 -0.536
H -1.819 3.228 1.523
H 1.758 2.000 -0.791
H -1.756 0.943 2.280
H -0.857 -1.645 -1.285
H 0.910 -1.604 -1.063
H 0.447 -3.363 0.253
H 1.426 -3.439 -1.248
H 0.005 -4.030 -1.417
```

For the HOMO energy, the calculation gives -0.4225 hartree. The spin multiplicity is 1. The calculation puts the orbital gap at 7.63 eV. As for the LUMO energy: -0.1422 Eh. The molar mass comes out at 113.14 g/mol. As for the net charge: +1.

---

Run x
Here is a molecular structure, C5H9N2O from the Open Molecules 2025 dataset. Energies are from wB97M-V/def2-TZVPD.

Structure (XYZ):
```
17
C5H9N2O (wB97M-V/def2-TZVPD)
C 0.726 0.467 -0.261
C -0.145 -0.853 -0.037
C -1.355 -0.706 -0.886
C -1.031 1.067 -1.519
C 2.005 0.662 0.447
N 0.196 1.311 -1.029
N -0.624 -0.757 1.386
O -1.969 0.537 -0.624
H 0.426 -1.768 -0.189
H -1.644 -1.288 -1.736
H -1.343 1.358 -2.503
H 2.328 1.694 0.334
H 2.768 0.021 0.000
H 1.962 0.418 1.509
H -1.260 0.066 1.410
H 0.138 -0.641 2.067
H -1.179 -1.588 1.631
```

For the HOMO energy, the calculation gives -0.4639 hartree. The spin multiplicity is 1. The calculation puts the orbital gap at 8.22 eV. As for the LUMO energy: -0.1620 Eh. The molar mass comes out at 113.14 g/mol. As for the net charge: +1.

---

Unit: kcal/mol. Relative energies: run w 73.0; run x 0.0.

---

Run w
Here is a gas-phase ion, C5H9N2O (charge +1) from the Open Molecules 2025 dataset. Energies are from wB97M-V/def2-TZVPD.

Structure (XYZ):
```
17
C5H9N2O (wB97M-V/def2-TZVPD)
N -1.272 -0.594 -1.054
C -0.389 -0.258 0.003
C -0.800 0.934 0.708
N -0.048 1.534 1.622
O -1.976 1.393 0.453
C 1.319 0.103 -0.338
C 1.439 -1.320 -0.891
C 0.809 -1.043 0.439
H -1.804 -1.428 -0.840
H -1.506 -0.186 -1.941
H 0.920 1.467 1.819
H -0.273 2.405 2.087
H -2.394 0.931 -0.229
H 1.969 0.915 -0.397
H 2.336 -1.912 -1.022
H 0.796 -1.587 -1.830
H 0.876 -1.353 1.411
```

Its SMILES is N[C@]1(C(=[NH2+])O)[C@@H]2C[C@@H]21. For the HOMO energy, the calculation gives -0.5142 hartree. The spin multiplicity is 1. The calculation puts the orbital gap at 10.10 eV. As for the LUMO energy: -0.1431 Eh. The molar mass comes out at 113.14 g/mol. As for the net charge: +1.

---

Run x
Here is a gas-phase ion, C5H9N2O (charge +1) from the Open Molecules 2025 dataset. Energies are from wB97M-V/def2-TZVPD.

Structure (XYZ):
```
17
C5H9N2O (wB97M-V/def2-TZVPD)
C -1.830 0.127 0.999
C -0.657 0.013 -0.397
O -1.325 -0.177 -1.578
C 0.205 1.230 -0.437
C 1.516 1.180 -0.228
N 2.145 -0.039 0.062
C 1.455 -1.158 0.078
N 0.161 -1.175 -0.096
H -2.604 0.813 0.683
H -1.278 0.508 1.844
H -2.210 -0.870 1.170
H -2.248 -0.436 -1.462
H -0.287 2.151 -0.699
H 2.163 2.040 -0.271
H 3.145 -0.054 0.210
H 1.976 -2.091 0.257
H -0.328 -2.062 -0.135
```

Its SMILES is C[C@@]1(O)C=CNC=[NH+]1. For the HOMO energy, the calculation gives -0.4981 hartree. The spin multiplicity is 1. The calculation puts the orbital gap at 9.73 eV. As for the LUMO energy: -0.1404 Eh. The molar mass comes out at 113.14 g/mol. As for the net charge: +1.

---

Run y
Here is a gas-phase ion, C5H9N2O (charge +1) from the Open Molecules 2025 dataset. Energies are from wB97M-V/def2-TZVPD.

Structure (XYZ):
```
17
C5H9N2O (wB97M-V/def2-TZVPD)
O 2.881 -0.780 -0.191
C 1.872 -0.188 -0.009
C 1.578 1.322 -0.312
C 0.031 0.770 0.616
N -1.313 0.588 -0.032
C -1.348 -0.791 -0.600
C -0.405 -1.501 0.346
N 0.660 -0.524 0.584
H 2.252 2.029 0.196
H 1.191 1.687 -1.367
H -0.091 1.295 1.591
H -1.434 1.343 -0.660
H -1.787 0.806 0.797
H -0.849 -0.873 -1.729
H -2.411 -1.055 -0.513
H -0.804 -1.666 1.364
H -0.024 -2.463 -0.082
```

Its SMILES is O=C1C[C@H]2[NH2+]CCN12. For the HOMO energy, the calculation gives -0.5202 hartree. The spin multiplicity is 1. The calculation puts the orbital gap at 10.52 eV. As for the LUMO energy: -0.1335 Eh. The molar mass comes out at 113.14 g/mol. As for the net charge: +1.

---

Run z
Here is a gas-phase ion, C5H9N2O (charge +1) from the Open Molecules 2025 dataset. Energies are from wB97M-V/def2-TZVPD.

Structure (XYZ):
```
17
C5H9N2O (wB97M-V/def2-TZVPD)
C -0.408 -0.249 1.925
C 0.033 -0.227 0.458
C 1.321 -0.915 0.117
C -1.143 -0.547 -0.429
N -1.047 -0.228 -1.631
C -0.241 0.699 -2.080
N 0.014 1.611 -1.153
O -0.033 1.152 0.156
H 0.526 -0.104 2.623
H -0.989 -1.282 2.203
H -1.064 0.553 2.165
H 1.978 -1.024 1.141
H 1.892 -0.173 -0.614
H 1.155 -1.862 -0.344
H -2.152 -0.737 -0.017
H -0.071 0.815 -3.222
H 0.231 2.519 -1.299
```

Its SMILES is CC1(C)C=NC=[NH+]O1. For the HOMO energy, the calculation gives -0.5614 hartree. The spin multiplicity is 1. The calculation puts the orbital gap at 10.14 eV. As for the LUMO energy: -0.1889 Eh. The molar mass comes out at 113.14 g/mol. As for the net charge: +1.

---

Unit: kcal/mol. Relative energies: run w 63.9; run x 0.0; run y 58.5; run z 90.1.

---

Run w
Here is a single C7H7N5 molecule from the Open Molecules 2025 dataset. Energies are from wB97M-V/def2-TZVPD.

Structure (XYZ):
```
19
C7H7N5 (wB97M-V/def2-TZVPD)
H 0.433 -1.625 2.637
N 0.356 -0.997 1.846
C 0.804 -1.286 0.703
N 1.316 -2.566 0.304
C 1.504 -3.601 1.184
N 1.678 -4.423 1.951
N 0.818 -0.401 -0.341
C 0.003 0.708 -0.498
C -0.950 1.087 0.408
C -1.755 2.195 0.089
C -1.582 2.832 -1.070
N -0.650 2.493 -1.976
C 0.123 1.401 -1.725
H 1.768 -2.669 -0.563
H 1.340 -0.730 -1.217
H -1.236 0.565 1.337
H -2.502 2.374 0.782
H -2.350 3.526 -1.362
H 0.882 1.119 -2.490
```

Its SMILES is [H]/N=C(\NC#N)Nc1cccnc1. For the HOMO energy, the calculation gives -0.3278 hartree. The spin multiplicity is 1. The calculation puts the orbital gap at 9.11 eV. As for the LUMO energy: 0.0068 Eh. The molar mass comes out at 161.17 g/mol.

---

Run x
Here is a single C7H7N5 molecule from the Open Molecules 2025 dataset. Energies are from wB97M-V/def2-TZVPD.

Structure (XYZ):
```
19
C7H7N5 (wB97M-V/def2-TZVPD)
H 2.495 1.738 0.546
N 1.582 1.285 0.479
C 1.725 0.061 0.145
N 2.869 -0.680 -0.156
C 4.068 -0.234 -0.030
N 5.157 0.168 -0.003
N 0.601 -0.763 -0.010
C -0.736 -0.364 0.035
C -1.154 0.959 -0.171
C -2.542 1.292 -0.128
C -3.429 0.221 0.008
N -3.065 -1.048 0.173
C -1.780 -1.328 0.232
H 2.745 -1.540 -0.565
H 0.671 -1.761 0.044
H -0.319 1.695 -0.241
H -2.952 2.236 -0.416
H -4.452 0.432 -0.153
H -1.486 -2.368 0.211
```

Its SMILES is [H]/N=C(\NC#N)Nc1cccnc1. For the HOMO energy, the calculation gives -0.3253 hartree. The spin multiplicity is 1. The calculation puts the orbital gap at 9.06 eV. As for the LUMO energy: 0.0074 Eh. The molar mass comes out at 161.17 g/mol.

---

Unit: kcal/mol. Relative energies: run w 2.4; run x 0.0.